No. 1
38
Properties=species:S:1:pos:R:3:forces:R:3 method="wB97M-V/def2-TZVPD" e_homo_ev=-8.77 gap_ev=7.89
C -8.3630 -0.9614 -0.6363 0.150 0.197 0.052
C -7.0123 -0.4129 -0.1919 -0.048 -0.320 -0.086
C -5.9886 -1.5315 -0.0085 0.060 0.324 0.195
C -4.6566 -1.0532 0.5661 -0.037 -0.060 -0.215
C -3.8804 -0.1536 -0.4069 -0.103 0.129 0.271
C -2.5680 0.2366 0.1908 0.468 -0.044 0.197
O -2.6149 1.0973 1.2147 -0.174 0.151 0.243
N -1.5170 -0.3641 -0.1962 -1.589 0.021 -1.112
N -0.2760 -0.4211 0.0827 1.940 -0.091 0.674
C 0.6056 0.5174 -0.0325 -0.725 -0.152 -0.004
C 0.3964 1.9825 -0.1085 -0.441 0.320 0.173
O -0.6412 2.6072 0.0425 -0.036 0.008 -0.129
N 1.6456 2.5438 -0.2155 -0.139 0.465 -0.178
C 2.6350 1.5870 -0.1778 0.340 -0.892 0.056
C 4.0081 1.7427 -0.2525 -0.249 0.004 0.007
C 4.7895 0.6034 -0.1817 0.052 -0.364 0.035
C 4.2002 -0.6531 -0.0455 -0.653 1.038 -0.058
N 5.0483 -1.8123 0.0246 0.348 -0.442 0.022
O 6.2484 -1.6395 -0.0357 0.284 -0.026 -0.008
O 4.5148 -2.8955 0.1397 -0.084 -0.263 0.028
C 2.8190 -0.8211 0.0244 0.133 0.132 -0.004
C 2.0378 0.3138 -0.0359 0.720 0.139 0.058
H -8.2666 -1.4922 -1.5810 -0.046 -0.076 -0.104
H -9.0797 -0.1543 -0.7682 -0.134 0.012 -0.042
H -8.7580 -1.6529 0.1047 -0.078 -0.088 0.050
H -6.6565 0.2985 -0.9389 0.028 0.104 0.042
H -7.1318 0.1237 0.7518 0.058 0.092 0.016
H -6.4061 -2.2765 0.6729 -0.030 -0.079 -0.045
H -5.8138 -2.0243 -0.9675 -0.020 -0.108 -0.043
H -4.0377 -1.9217 0.8008 0.050 0.026 0.066
H -4.8311 -0.5029 1.4921 0.012 -0.040 0.084
H -3.7036 -0.6827 -1.3427 0.052 0.050 0.014
H -4.4504 0.7556 -0.5980 -0.001 0.027 -0.081
H -1.8414 1.6983 1.1733 -0.029 -0.154 -0.203
H 1.8064 3.5382 -0.2605 -0.133 -0.083 0.056
H 4.4570 2.7172 -0.3607 0.074 0.095 -0.012
H 5.8656 0.6660 -0.2312 0.015 0.004 -0.005
H 2.3880 -1.8038 0.1276 -0.033 -0.056 -0.008

=====

No. 2
38
Properties=species:S:1:pos:R:3:forces:R:3 method="wB97M-V/def2-TZVPD" e_homo_ev="-4.48 / -4.48" gap_ev="6.27 / 6.67" s2=2.0459 multiplicity=3 total_charge=-1
V 0.0454 0.3689 1.3515 -0.067 0.194 0.414
C 3.6392 0.8005 -1.0176 0.042 0.022 0.014
C 2.3171 0.3571 -1.5741 0.129 -0.031 -0.036
C 2.1054 -0.9734 -1.9187 0.036 0.009 0.038
C 0.8912 -1.4011 -2.4377 -0.001 0.036 0.001
C 0.6665 -2.8566 -2.7408 -0.016 -0.052 0.001
C -0.1159 -0.4641 -2.6446 -0.012 0.001 -0.016
C 0.0729 0.8796 -2.3386 0.037 -0.004 0.049
C -0.9941 1.8925 -2.6535 -0.022 0.007 0.013
C 1.2878 1.2691 -1.7769 -0.142 0.065 -0.087
H 4.3858 0.8535 -1.8152 0.000 0.008 -0.001
H 4.0101 0.1022 -0.2657 -0.019 -0.005 0.004
H 3.5611 1.7841 -0.5549 -0.003 -0.004 -0.003
H 2.8887 -1.6967 -1.7170 -0.005 -0.004 0.005
H 1.0628 -3.1272 -3.7228 0.018 0.023 -0.003
H -0.3968 -3.0993 -2.7344 0.001 0.002 0.000
H 1.1621 -3.4823 -1.9979 -0.009 0.004 0.005
H -1.0711 -0.7856 -3.0498 0.005 -0.012 -0.002
H -1.0287 2.0868 -3.7289 -0.003 -0.002 0.005
H -0.8051 2.8369 -2.1451 0.006 0.006 0.001
H -1.9798 1.5439 -2.3435 -0.003 -0.010 0.001
H 1.4467 2.3113 -1.5171 -0.025 -0.006 0.021
S -1.3042 2.3530 0.8631 -0.230 -0.761 0.383
C -2.3246 1.3556 1.9252 -0.196 0.724 -0.296
C -3.6542 1.6498 2.2342 -0.151 0.021 0.050
C -4.3514 0.7858 3.0526 -0.002 0.031 -0.016
C -3.7381 -0.3617 3.5545 0.076 0.004 -0.017
C -2.4242 -0.5937 3.2103 0.080 -0.045 0.149
N -1.7546 0.2594 2.4348 0.625 0.014 -0.579
H -4.1095 2.5395 1.8233 0.001 -0.005 0.006
H -5.3836 0.9987 3.3026 -0.003 0.004 -0.001
H -4.2662 -1.0521 4.1948 0.006 -0.016 0.005
H -1.8563 -1.4516 3.5499 -0.042 -0.011 0.005
Se 1.9938 -2.0087 4.9365 -0.099 -0.078 0.239
Sb 2.6210 -1.2363 2.7752 -0.169 -0.002 -0.036
Se 1.9556 1.2023 2.4945 0.118 0.261 0.009
Se 0.7062 -1.8924 1.1745 -0.162 -0.362 -0.202
Se 4.7391 -1.7482 1.8174 0.201 -0.025 -0.123

=====

No. 3
31
Properties=species:S:1:pos:R:3:forces:R:3 method="wB97M-V/def2-TZVPD" e_homo_ev=-8.37 gap_ev=9.21 smiles=Cc1ccc(O)cc1.Cc1ccccc1
C -1.8700 1.7169 3.1004 -0.059 0.015 0.144
C -1.4032 2.0914 1.7272 0.340 0.081 0.059
C -0.6961 1.1876 0.9270 -0.824 -0.263 0.306
C -0.1734 1.5427 -0.2982 0.007 0.509 0.416
C -0.4208 2.8378 -0.7581 0.432 -0.569 -0.524
O 0.0388 3.1018 -2.0210 0.218 0.124 -0.099
C -1.0917 3.7560 0.0146 0.109 0.458 0.664
C -1.5380 3.3957 1.2884 0.069 0.076 -0.627
H -2.1035 0.6605 3.2053 -0.143 -0.102 -0.164
H -2.7467 2.3085 3.3599 -0.049 -0.101 0.163
H -1.0928 1.9178 3.8370 0.049 0.130 0.086
H -0.6950 0.1610 1.2802 0.569 -0.022 -0.097
H 0.5118 0.8993 -0.8317 -0.323 -0.118 -0.245
H 0.0516 4.0467 -2.1974 -0.121 0.061 0.088
H -1.1589 4.7972 -0.2890 -0.160 -0.144 -0.199
H -1.9945 4.1587 1.9090 -0.076 -0.123 0.039
C 2.3372 -1.3018 -2.2865 0.416 0.117 1.038
C 1.5035 -2.1864 -1.3998 -0.276 -0.038 -0.287
C 0.1461 -1.9153 -1.2445 0.309 -0.013 -0.224
C -0.6370 -2.6487 -0.3708 0.114 0.404 0.916
C -0.0909 -3.7364 0.2994 -0.416 -0.006 -0.618
C 1.2064 -4.1146 0.0107 0.439 0.004 0.669
C 2.0366 -3.2772 -0.7247 -0.254 -0.519 -0.012
H 3.0131 -1.8927 -2.8941 -0.090 0.056 -0.424
H 2.9783 -0.7038 -1.6309 0.105 0.079 -0.079
H 1.7418 -0.5832 -2.8430 -0.039 -0.238 -0.312
H -0.2458 -1.0985 -1.8311 -0.325 0.146 0.141
H -1.6007 -2.2771 -0.0365 -0.174 -0.170 -0.518
H -0.7091 -4.2844 0.9935 0.040 -0.198 0.049
H 1.6170 -5.0225 0.4489 -0.014 0.227 0.040
H 3.0861 -3.5368 -0.7441 0.129 0.137 -0.390

=====

No. 4
31
Properties=species:S:1:pos:R:3:forces:R:3 method="wB97M-V/def2-TZVPD" e_homo_ev=-8.36 gap_ev=9.19 smiles=Cc1ccc(O)cc1.Cc1ccccc1
C 1.0130 -1.3134 -2.8705 -0.272 -0.238 0.779
C 0.1551 -0.0783 -2.7338 1.091 -0.310 -0.534
C 0.7360 1.1499 -3.0556 -0.776 0.526 -0.450
C 0.0570 2.3462 -2.8328 0.269 -0.417 0.071
C -1.1775 2.2856 -2.2265 -1.146 0.731 0.900
O -1.8771 3.4142 -1.8512 0.312 0.299 -0.221
C -1.7936 1.0890 -1.9037 1.852 -0.893 -0.861
C -1.1217 -0.1016 -2.2230 -1.113 0.991 0.753
H 0.4364 -2.2134 -3.0750 -0.050 0.036 -0.511
H 1.4602 -1.5470 -1.8973 0.114 0.205 0.025
H 1.8440 -1.1734 -3.5552 -0.126 -0.109 -0.270
H 1.6435 1.1973 -3.6378 0.383 -0.184 0.305
H 0.4842 3.3191 -3.0603 0.068 -0.176 -0.139
H -1.3627 4.2116 -2.0483 -0.134 -0.343 0.031
H -2.6760 1.0081 -1.3312 -1.028 0.373 0.228
H -1.7064 -0.9786 -1.9807 0.567 -0.508 -0.056
C 1.7298 0.6397 3.4533 -0.573 0.050 -0.157
C 0.7725 -0.4113 2.9380 0.311 0.724 0.883
C -0.3193 -0.7908 3.7050 -0.338 -0.511 -0.287
C -1.2540 -1.6860 3.1976 -0.121 0.721 0.668
C -1.1327 -2.2262 1.9245 -0.403 0.256 1.045
C -0.0413 -1.8256 1.1923 0.535 -0.846 -0.979
C 0.9231 -0.9592 1.6853 -0.357 -0.020 -0.385
H 2.6860 0.5210 2.9462 0.158 0.226 0.342
H 1.7950 0.6345 4.5419 0.386 -0.363 -0.048
H 1.3206 1.6351 3.2476 0.157 -0.063 -0.328
H -0.4851 -0.4290 4.7138 0.215 0.230 -0.094
H -2.1017 -1.8277 3.8563 -0.179 -0.595 -0.273
H -1.8889 -2.9329 1.6051 0.215 0.064 -0.390
H 0.1213 -2.2774 0.2188 -0.049 0.157 -0.080
H 1.7602 -0.6795 1.0570 0.030 -0.013 0.033

=====

No. 5
31
Properties=species:S:1:pos:R:3:forces:R:3 method="wB97M-V/def2-TZVPD" e_homo_ev=-8.47 gap_ev=9.31 smiles=Cc1ccc(O)cc1.Cc1ccccc1
C -1.6022 -0.7257 3.0910 -0.910 0.768 -0.576
C -0.5747 0.1596 2.4184 0.469 0.080 1.307
C 0.7748 -0.1389 2.6368 -0.742 0.481 -1.326
C 1.7228 0.5682 1.8872 0.950 -0.093 0.902
C 1.3900 1.7721 1.3524 -1.706 1.787 -0.885
O 2.2448 2.6130 0.6695 0.386 -0.744 0.609
C 0.0539 2.2619 1.4198 0.644 -0.793 -1.166
C -0.9325 1.3904 1.7971 0.250 -1.023 1.677
H -1.9620 -0.3312 4.0434 0.599 -0.146 0.370
H -1.2653 -1.7553 3.1556 -0.047 -0.009 0.225
H -2.5445 -0.6928 2.5330 0.202 -0.315 -0.375
H 1.0996 -0.8769 3.3543 -0.145 -0.508 -0.313
H 2.7590 0.2433 1.8103 -0.082 -0.048 0.247
H 3.1318 2.3457 0.9416 0.127 0.240 -0.321
H -0.1733 3.1935 0.9201 0.059 0.204 0.280
H -1.9707 1.6696 1.9336 -0.054 0.174 -0.638
C -0.4873 1.3631 -2.5234 0.893 -0.006 1.138
C -0.0027 -0.0676 -2.4286 -1.520 -0.807 0.895
C 0.0311 -0.9535 -3.5049 -0.191 1.102 0.051
C 0.0783 -2.3370 -3.3308 -0.310 0.187 0.796
C -0.0475 -2.8299 -2.0405 -0.565 0.465 0.095
C 0.0181 -1.9602 -0.9481 0.614 0.243 0.683
C 0.0470 -0.5919 -1.1088 1.107 0.158 -1.862
H -0.0935 1.8937 -3.3795 -0.385 0.210 -0.291
H -0.1488 1.8693 -1.6090 0.455 0.161 -0.296
H -1.5623 1.4444 -2.3400 -0.104 -0.245 -0.904
H -0.1582 -0.4569 -4.4513 0.427 -0.523 -0.392
H 0.1452 -3.0560 -4.1262 -0.271 0.118 -0.505
H -0.4357 -3.8224 -1.8725 0.840 -0.528 -0.017
H 0.1934 -2.3384 0.0558 -0.556 -0.235 -0.040
H 0.2715 0.1469 -0.3562 -0.433 -0.353 0.631

=====

No. 6
32
Properties=species:S:1:pos:R:3:forces:R:3 method="wB97M-V/def2-TZVPD" e_homo_ev=-8.25 gap_ev=8.96 smiles=Cc1ccc(O)cc1.Cc1ccc(O)cc1
C 1.2604 -2.6474 1.0536 -1.900 -0.973 -0.100
C 1.4451 -1.4685 0.1727 1.831 2.035 0.684
C 2.1571 -0.3510 0.7265 -0.798 -1.696 -0.313
C 2.4977 0.7654 -0.0008 -0.174 -0.912 0.680
C 2.1040 0.8334 -1.3451 1.287 1.061 -0.203
O 2.6039 1.8505 -2.1555 -0.260 0.222 -0.033
C 1.4176 -0.1890 -1.9211 -0.542 -1.126 0.846
C 1.0448 -1.2830 -1.1207 -0.590 -0.562 -1.068
H 0.7769 -3.4690 0.5094 0.185 0.069 -0.035
H 0.5148 -2.3615 1.7905 -0.180 -0.001 0.356
H 2.0619 -3.1007 1.6361 0.578 0.568 -0.452
H 2.4263 -0.5017 1.7661 0.352 0.484 0.005
H 3.1683 1.4088 0.5518 -0.142 0.788 -0.679
H 2.1784 2.6940 -1.9502 0.118 -0.274 0.098
H 1.1725 -0.3186 -2.9632 0.031 0.800 -0.170
H 0.3703 -1.9595 -1.6442 0.360 -0.502 0.329
C -2.1237 -0.1618 -2.2418 -0.468 0.881 -0.275
C -2.0463 0.0492 -0.7439 0.997 0.117 -0.747
C -1.8911 1.3582 -0.3033 -0.532 0.046 0.419
C -1.6853 1.6809 1.0417 0.274 -0.664 0.042
C -1.6156 0.6186 1.9309 -0.025 -0.429 -0.063
O -1.4643 0.7010 3.2931 0.068 0.761 0.206
C -1.7162 -0.6969 1.4751 0.102 -0.073 1.079
C -1.8842 -1.0159 0.1556 -1.164 1.030 -0.406
H -3.0951 0.1148 -2.6683 -0.377 -0.798 0.325
H -1.7950 -1.1520 -2.5323 -0.221 -0.165 -0.173
H -1.5468 0.5823 -2.8041 0.664 -0.256 0.442
H -2.0519 2.1429 -1.0333 0.331 0.136 0.039
H -1.4833 2.6828 1.3917 -0.264 0.212 -0.118
H -1.5532 1.6100 3.6268 0.064 -0.403 -0.430
H -1.6587 -1.4322 2.2715 -0.066 -0.211 -0.248
H -2.1199 -2.0234 -0.1584 0.458 -0.166 -0.040

=====

Here are the calculated energy relative to the best compared isomer or geometry (same formula, charge and spin) numbers, same order: 93.45; 7.18; 9.05; 11.13; 30.86; 22.54 (kcal/mol).